{"formula": "C78H162N10O12", "method": "the ωB97M-V functional and the def2-TZVPD basis", "elements": ["N", "H", "H", "H", "H", "N", "H", "H", "H", "H", "C", "C", "C", "O", "C", "C", "C", "O", "O", "O", "H", "H", "C", "C", "C", "C", "C", "C", "N", "O", "C", "C", "C", "H", "H", "H", "H", "H", "H", "H", "H", "H", "H", "H", "H", "H", "H", "H", "H", "H", "H", "H", "C", "C", "C", "C", "C", "C", "N", "O", "C", "C", "C", "H", "H", "H", "H", "H", "H", "H", "H", "H", "H", "H", "H", "H", "H", "H", "H", "H", "H", "H", "C", "C", "C", "C", "C", "C", "N", "O", "C", "C", "C", "H", "H", "H", "H", "H", "H", "H", "H", "H", "H", "H", "H", "H", "H", "H", "H", "H", "H", "H", "C", "C", "C", "C", "C", "C", "N", "O", "C", "C", "C", "H", "H", "H", "H", "H", "H", "H", "H", "H", "H", "H", "H", "H", "H", "H", "H", "H", "H", "H", "C", "C", "C", "C", "C", "C", "N", "O", "C", "C", "C", "H", "H", "H", "H", "H", "H", "H", "H", "H", "H", "H", "H", "H", "H", "H", "H", "H", "H", "H", "C", "C", "C", "C", "C", "C", "N", "O", "C", "C", "C", "H", "H", "H", "H", "H", "H", "H", "H", "H", "H", "H", "H", "H", "H", "H", "H", "H", "H", "H", "C", "C", "C", "C", "C", "C", "N", "O", "C", "C", "C", "H", "H", "H", "H", "H", "H", "H", "H", "H", "H", "H", "H", "H", "H", "H", "H", "H", "H", "H", "C", "C", "C", "C", "C", "C", "N", "O", "C", "C", "C", "H", "H", "H", "H", "H", "H", "H", "H", "H", "H", "H", "H", "H", "H", "H", "H", "H", "H", "H"], "xyz": [[3.25076, 2.51434, 0.29403], [2.24193, 2.19034, 0.29860], [3.36953, 2.71932, -0.69759], [3.92347, 1.72842, 0.51915], [3.38975, 3.35349, 0.96709], [-4.72743, -3.39686, -0.48324], [-5.34392, -3.52834, 0.33716], [-5.00277, -4.03979, -1.15236], [-2.99013, -2.63215, -0.26989], [-4.99630, -2.51316, -0.89067], [-1.46277, 0.99988, 0.34469], [-2.17123, -0.22637, 0.07777], [-1.38645, -1.47024, 0.08038], [-1.99407, -2.64423, -0.08163], [-0.06216, -1.36782, -0.02294], [0.69151, -0.13399, 0.13307], [-0.07431, 1.12622, 0.41051], [0.55226, 2.19913, 0.67449], [1.91609, -0.04183, 0.00671], [-3.32127, -0.31392, -0.24468], [-1.95569, 1.93814, 0.56909], [0.55014, -2.24167, -0.22244], [3.64338, -2.28944, -6.37666], [2.96247, -2.62149, -5.10705], [2.62925, -1.25301, -4.42843], [1.59449, -1.44490, -3.37023], [0.38318, -2.09262, -3.91949], [0.59049, -3.46482, -4.61423], [1.66733, -3.26961, -5.54858], [1.96919, -4.45968, -6.25730], [0.87528, -4.69105, -3.65491], [-0.67405, -3.74840, -5.51019], [3.89995, -3.52582, -4.24071], [3.72085, -3.22280, -6.94989], [4.66433, -1.89841, -6.19791], [3.03277, -1.57687, -6.91416], [3.60906, -0.96458, -4.00029], [2.33095, -0.51737, -5.19546], [1.22594, -0.52291, -2.93475], [1.89581, -1.91384, -2.45493], [-0.20699, -1.48439, -4.67022], [-0.31682, -2.23642, -3.09321], [-0.04355, -5.01638, -3.14174], [1.34100, -5.53340, -4.14832], [1.59401, -4.50084, -2.85370], [-0.78576, -3.00983, -6.34738], [-0.59204, -4.69461, -6.00550], [-1.64562, -3.70293, -5.00840], [4.00399, -4.45455, -4.84274], [3.57939, -3.74594, -3.21496], [4.85356, -3.14945, -4.16031], [2.06123, -4.13443, -7.13054], [0.90554, 2.68879, -2.55692], [2.07806, 3.05342, -3.48657], [1.90581, 4.53773, -3.78499], [3.04204, 5.21361, -4.49538], [4.22581, 5.00912, -3.55733], [4.55775, 3.54783, -3.32874], [3.36919, 2.86652, -2.71953], [3.68712, 1.50366, -2.49378], [5.14041, 2.87819, -4.59523], [5.66787, 3.42558, -2.24385], [2.08379, 2.37326, -4.76564], [1.00152, 3.32687, -1.67550], [0.89102, 1.59862, -2.27678], [-0.03645, 2.91807, -3.09494], [0.98481, 4.55895, -4.43315], [1.58697, 5.15328, -2.91580], [2.92700, 6.30359, -4.62141], [3.22891, 4.70586, -5.45423], [4.10117, 5.67261, -2.71863], [5.16936, 5.23754, -4.00586], [4.96575, 1.82637, -4.56373], [4.84433, 3.34310, -5.56402], [6.20527, 2.94069, -4.62238], [5.31195, 3.59242, -1.15207], [6.05195, 2.39985, -2.32518], [6.44657, 4.16223, -2.39902], [2.32225, 1.32929, -4.67771], [2.77362, 2.74026, -5.52534], [1.12972, 2.40903, -5.25668], [3.73729, 1.05018, -3.31105], [-7.92751, -1.99612, 3.73184], [-6.56213, -1.87059, 3.06107], [-5.52485, -1.09720, 3.97058], [-4.98714, -2.01334, 5.09001], [-4.41684, -3.39100, 4.57002], [-5.44192, -4.19437, 3.75703], [-5.99233, -3.17003, 2.73371], [-6.84794, -3.82240, 1.71010], [-4.70242, -5.26993, 2.95172], [-6.53612, -4.80938, 4.67118], [-6.69273, -1.02811, 1.75092], [-8.57163, -1.12488, 3.41822], [-7.84677, -2.03124, 4.82944], [-8.42753, -2.88783, 3.38310], [-4.68294, -0.68777, 3.36338], [-6.08747, -0.23125, 4.38359], [-5.75996, -2.20703, 5.83903], [-4.24778, -1.48201, 5.69895], [-4.07823, -4.03851, 5.39851], [-3.46873, -3.26216, 4.01865], [-5.48608, -5.90267, 2.59255], [-4.24236, -4.76434, 2.11795], [-3.96150, -5.80574, 3.51064], [-6.07493, -5.47635, 5.45043], [-7.05315, -4.09051, 5.29129], [-7.29103, -5.32177, 4.10016], [-7.31258, -1.48848, 1.03246], [-5.76779, -0.82092, 1.22598], [-7.05571, -0.00518, 1.96395], [-7.79159, -3.87600, 1.97188], [6.28303, 0.18301, -0.76772], [5.92858, -1.17003, -0.14498], [7.14111, -2.08476, -0.01313], [6.90203, -3.30620, 0.79427], [6.38096, -3.05827, 2.22627], [5.22043, -2.08221, 2.20929], [5.50202, -0.97504, 1.24313], [4.41929, -0.09331, 1.31924], [3.98184, -2.78821, 1.75442], [4.96267, -1.48977, 3.59497], [4.85065, -1.82544, -1.07351], [6.78973, 0.00157, -1.76923], [6.84736, 0.91346, -0.13811], [5.37540, 0.72704, -1.04246], [7.46401, -2.47467, -1.00630], [8.06308, -1.65756, 0.43943], [7.81871, -3.97044, 0.89784], [6.19981, -3.89612, 0.20542], [7.16457, -2.58325, 2.89139], [6.13942, -3.96035, 2.73758], [3.56695, -3.37825, 2.56116], [3.28294, -2.08252, 1.26684], [4.26292, -3.52902, 0.99935], [4.02063, -0.98011, 3.62424], [4.78442, -2.28315, 4.27119], [5.77447, -0.83125, 3.82993], [4.69221, -2.86239, -0.81175], [5.35623, -1.87890, -2.07283], [3.94327, -1.24102, -1.11884], [3.66424, -0.40582, 0.79390], [4.44087, 6.33654, 0.80254], [3.68847, 6.04536, 2.10609], [2.20611, 6.46247, 1.90092], [1.24841, 6.07294, 3.05092], [1.38830, 4.50688, 3.24871], [2.79004, 4.10195, 3.47108], [3.71320, 4.57317, 2.34575], [5.10605, 4.17088, 2.55733], [3.26009, 4.74674, 4.80871], [2.83769, 2.61273, 3.53791], [4.32210, 6.82917, 3.29056], [5.39704, 5.80911, 0.84464], [4.58415, 7.43921, 0.73661], [3.88220, 5.93309, -0.06958], [2.12337, 7.59300, 1.71563], [1.81617, 5.97894, 0.95309], [0.21812, 6.16525, 2.73519], [1.26702, 6.71928, 3.95579], [0.96144, 3.97074, 2.41149], [0.74958, 4.11372, 4.08917], [2.91378, 5.73305, 4.97833], [2.77834, 4.17861, 5.59601], [4.34332, 4.73785, 5.16343], [3.86853, 2.18495, 3.79415], [2.27023, 2.19978, 4.39237], [2.54178, 2.13246, 2.59788], [3.59065, 7.07922, 4.08166], [4.60994, 7.77223, 2.81473], [5.26642, 6.45135, 3.67388], [5.26943, 4.47340, 3.44311], [0.13864, -4.82900, 6.30951], [0.60391, -5.25354, 4.87387], [2.05546, -5.77174, 5.04697], [2.63946, -6.41537, 3.80602], [1.69133, -7.44870, 3.23125], [0.20272, -7.04060, 3.09409], [-0.17912, -6.38164, 4.40657], [-1.50086, -5.86505, 4.19379], [-0.04789, -6.37702, 1.73553], [-0.60748, -8.39055, 3.10500], [0.66576, -4.09581, 3.91010], [0.15305, -5.82491, 6.82546], [-0.95093, -4.47927, 6.35757], [0.89496, -4.19299, 6.82222], [2.68910, -5.01746, 5.46819], [1.97594, -6.58255, 5.76257], [3.64730, -6.82100, 3.92243], [2.73255, -5.60911, 3.05908], [1.57594, -8.34482, 3.77469], [2.01958, -7.73129, 2.24324], [0.30841, -7.09922, 0.93888], [-1.15252, -6.21728, 1.43172], [0.45690, -5.45534, 1.55694], [-1.64464, -8.14629, 2.83724], [-0.23152, -9.09671, 2.37870], [-0.42621, -8.74114, 4.10409], [1.16900, -3.28660, 4.43088], [-0.31322, -3.74994, 3.41540], [1.31513, -4.23079, 3.05937], [-1.52300, -5.27866, 3.38985], [-3.35583, -0.12847, -5.14289], [-3.50921, 0.97811, -4.07264], [-3.54706, 2.34604, -4.62912], [-5.00529, 2.67812, -5.18316], [-6.08323, 2.33454, -4.11426], [-6.03672, 0.87389, -3.61805], [-4.62656, 0.70406, -3.15939], [-4.48346, -0.56213, -2.61552], [-6.84417, 0.64126, -2.33244], [-6.53486, -0.21295, -4.67202], [-2.31096, 0.95948, -3.11987], [-2.32297, -0.27249, -5.43233], [-3.88130, 0.20506, -6.02210], [-3.81249, -1.06846, -4.83283], [-3.37980, 3.15938, -3.90190], [-2.75526, 2.46135, -5.34476], [-5.13307, 2.07748, -6.10272], [-5.05807, 3.72598, -5.47776], [-7.13438, 2.53959, -4.44806], [-5.96551, 2.81412, -3.13917], [-7.91310, 0.81956, -2.49954], [-6.63091, -0.32083, -1.99226], [-6.53901, 1.34401, -1.50653], [-6.17594, -1.11209, -4.22493], [-7.65604, -0.16172, -4.81452], [-6.07257, -0.10888, -5.64851], [-1.99983, -0.11043, -2.96087], [-2.52491, 1.37072, -2.12810], [-1.42911, 1.41508, -3.43722], [-4.09611, -0.41696, -1.74176], [-3.16330, 5.29319, 3.04306], [-3.06445, 4.00518, 2.16790], [-4.51465, 3.40503, 1.79653], [-5.14947, 4.21458, 0.60036], [-4.19237, 4.18481, -0.56999], [-2.82752, 4.83174, -0.25401], [-2.27201, 4.09759, 0.89415], [-0.97277, 4.55767, 1.22400], [-1.87965, 4.55667, -1.43795], [-3.02099, 6.38104, -0.07648], [-2.27663, 2.98794, 3.06995], [-3.82450, 4.94913, 3.78145], [-3.72047, 6.10585, 2.54095], [-2.20444, 5.71460, 3.36527], [-4.43831, 2.31376, 1.51403], [-5.20455, 3.44957, 2.65781], [-5.38838, 5.23360, 0.90435], [-6.09687, 3.74648, 0.34169], [-4.52576, 4.67271, -1.49076], [-3.94490, 3.13869, -0.77278], [-0.88495, 5.13837, -1.43574], [-1.61665, 3.47569, -1.33629], [-2.23367, 4.63833, -2.49509], [-3.87225, 6.63869, 0.57468], [-2.19008, 6.95485, 0.31492], [-3.26264, 6.63928, -1.10864], [-2.12117, 1.98695, 2.63373], [-2.88544, 2.87361, 3.95382], [-1.34862, 3.51257, 3.40272], [-0.40511, 3.76525, 0.96927]], "lowdin_charge": [0.256, 0.067, 0.056, 0.111, 0.113, 0.087, 0.017, 0.007, 0.080, 0.016, 0.034, -0.363, -0.243, 0.076, 0.051, -0.283, -0.339, -0.077, 0.038, 0.057, 0.082, 0.127, -0.055, -0.481, -0.126, -0.198, -0.133, -0.468, -0.106, -0.023, -0.009, -0.034, -0.012, 0.085, 0.105, 0.088, 0.115, 0.108, 0.094, 0.099, 0.127, 0.117, 0.084, 0.070, 0.057, 0.092, 0.059, 0.079, 0.097, 0.069, 0.036, 0.074, -0.009, -0.506, -0.159, -0.166, -0.142, -0.483, -0.079, -0.037, -0.014, -0.023, -0.033, 0.077, 0.092, 0.078, 0.139, 0.130, 0.125, 0.101, 0.115, 0.111, 0.069, 0.095, 0.077, 0.104, 0.059, 0.082, 0.054, 0.082, 0.103, 0.030, -0.031, -0.514, -0.116, -0.162, -0.124, -0.468, -0.047, -0.082, -0.023, -0.026, -0.035, 0.103, 0.079, 0.061, 0.121, 0.124, 0.093, 0.103, 0.119, 0.115, 0.072, 0.074, 0.068, 0.105, 0.054, 0.071, 0.058, 0.063, 0.091, 0.088, -0.041, -0.494, -0.163, -0.201, -0.120, -0.519, -0.074, -0.073, -0.023, -0.016, -0.012, 0.109, 0.107, 0.031, 0.131, 0.134, 0.135, 0.094, 0.137, 0.107, 0.071, 0.088, 0.073, 0.072, 0.070, 0.086, 0.058, 0.092, 0.063, 0.036, -0.037, -0.508, -0.119, -0.146, -0.135, -0.512, -0.093, -0.021, -0.035, -0.039, -0.031, 0.078, 0.094, 0.077, 0.146, 0.130, 0.076, 0.114, 0.084, 0.142, 0.037, 0.086, 0.112, 0.113, 0.101, 0.068, 0.075, 0.080, 0.082, 0.045, -0.024, -0.542, -0.143, -0.169, -0.137, -0.480, -0.058, -0.080, -0.043, -0.029, -0.037, 0.088, 0.096, 0.087, 0.111, 0.117, 0.116, 0.090, 0.094, 0.113, 0.105, 0.110, 0.049, 0.082, 0.078, 0.077, 0.088, 0.111, 0.040, 0.078, -0.004, -0.509, -0.126, -0.131, -0.122, -0.484, -0.104, -0.063, -0.037, -0.013, -0.025, 0.070, 0.060, 0.082, 0.106, 0.115, 0.098, 0.097, 0.128, 0.100, 0.088, 0.044, 0.097, 0.056, 0.099, 0.054, 0.100, 0.074, 0.037, 0.037, -0.021, -0.435, -0.085, -0.169, -0.149, -0.500, -0.122, -0.075, -0.047, -0.018, -0.023, 0.056, 0.069, 0.080, 0.121, 0.109, 0.095, 0.099, 0.120, 0.113, 0.101, 0.067, 0.082, 0.056, 0.075, 0.079, 0.074, 0.070, 0.072, 0.074], "e_homo_ev": -7.7, "orbital_gap_ha": 0.264}